(1)
# C3H6N2S3

An isolated molecule of C3H6N2S3 at a distorted geometry (ωB97M-V/def2-TZVPD, the Open Molecules 2025 dataset).

For the HOMO energy (alpha / beta), the calculation gives -8.3 / -8.4 eV. As for the energy above the lowest of the compared OMol25 structures with the same formula, charge and spin: 439.33 kJ/mol. The energy is -1421.83119 Ha. The orbital gap (alpha / beta) is 6.86 / 6.85 eV.

Positions of all 14 atoms, in Å:
C 1.3542 -0.0462 0.1244
C 0.2141 0.5875 -0.2588
C -1.1180 -0.0491 -0.0978
N 2.4793 0.7009 0.4214
N 3.7107 0.2597 -0.1111
S 1.5349 -1.6217 1.0352
S 3.7779 -1.0799 -1.0644
S 5.0073 1.0032 0.4153
H 0.3003 1.5914 -0.6113
H -1.1648 -1.1754 -0.4540
H -1.8266 0.4338 -0.6117
H -1.2667 -0.1436 0.9638
H 2.3661 1.6956 0.2192
H 0.1729 -2.1677 0.7947

Atomic partial charges in e from the natural (NBO) method, atoms 1 to 4: 0.02 -0.22 -0.63 -0.46

(2)
# C3H6N3

A structure of composition C3H6N3 at a distorted geometry (ωB97M-V/def2-TZVPD, the Open Molecules 2025 dataset).

As for the total charge: +1. For the HOMO energy, the calculation gives -14.6 eV. As for the energy above the lowest of the compared OMol25 structures with the same formula, charge and spin: 437.98 kJ/mol. The energy is -281.75106 Ha. The orbital gap is 9.27 eV.

Positions of all 12 atoms, in Å:
C -0.0810 1.9011 0.3156
C -0.4118 -0.9788 0.1679
C -1.6625 -0.1928 -0.0949
N -1.7829 1.0536 -0.0096
N 0.8411 1.1613 -0.0835
N 0.8363 -0.1951 0.1032
H -0.0988 2.8983 0.2249
H -0.6632 -1.2420 1.2379
H -0.0904 -1.9554 -0.3027
H -2.5899 -0.8443 -0.2586
H 1.8070 1.5870 -0.3615
H 1.6370 -0.6502 -0.4022

Atomic partial charges in e from the natural (NBO) method, atoms 1 to 4: 0.26 -0.31 0.07 -0.26

(3)
# C3H6N3

The ion C3H6N3 with charge +1 at a distorted geometry (ωB97M-V/def2-TZVPD, the Open Molecules 2025 dataset).

As for the total charge: +1. For the HOMO energy (alpha / beta), the calculation gives -13.7 / -13.7 eV. As for the energy above the lowest of the compared OMol25 structures with the same formula, charge and spin: 687.89 kJ/mol. The energy is -281.65588 Ha. The orbital gap (alpha / beta) is 7.50 / 7.54 eV.

Positions of all 12 atoms, in Å:
C -1.6489 1.0924 -1.0740
C -0.2061 0.5388 0.5543
C 1.3661 -1.3148 0.4062
N 0.2009 -0.4460 -1.3695
N -1.2622 1.2516 0.0966
N 0.4956 -0.2323 -0.2115
H -1.9965 1.3436 -2.0122
H 0.1024 0.6148 1.5429
H 0.8145 -2.2814 -0.0334
H 2.3625 -1.4004 -0.0089
H 1.3733 -1.2436 1.4706
H -1.6017 2.0772 0.6390

Atomic partial charges in e from the natural (NBO) method, atoms 1 to 4: 0.25 0.05 -0.43 -0.07

(4)
# C3H6N3O

A cluster of 2 separate species, C3H6N3O in total at a distorted geometry (ωB97M-V/def2-TZVPD, the Open Molecules 2025 dataset).

As for the total charge: +1. For the HOMO energy (alpha / beta), the calculation gives -14.1 / -13.7 eV. As for the energy above the lowest of the compared OMol25 structures with the same formula, charge and spin: 396.75 kJ/mol. The energy is -357.00564 Ha. The orbital gap (alpha / beta) is 8.27 / 6.77 eV.

Positions of all 13 atoms, in Å:
C 0.3250 -0.5981 -0.6649
C -0.7462 0.8618 0.6701
C 0.1230 0.0034 1.5705
N 0.1592 -0.5825 -3.2913
N -0.7662 0.1322 -0.5549
N 0.8756 -0.7422 0.5558
O 1.0307 -0.9387 -3.8809
H -1.5918 0.8266 1.3068
H -0.4290 1.9092 0.6026
H 0.7615 0.5995 2.1371
H -0.3323 -0.6658 2.2585
H -1.2240 0.3591 -1.3781
H 1.8145 -1.1646 0.6688

Atomic partial charges in e from the natural (NBO) method, atoms 1 to 4: 0.46 -0.26 -0.22 0.43

(5)
# C3H6N3O

The ion C3H6N3O with charge +1 at a distorted geometry (ωB97M-V/def2-TZVPD, the Open Molecules 2025 dataset).

As for the total charge: +1. For the HOMO energy (alpha / beta), the calculation gives -11.2 / -16.0 eV. As for the energy above the lowest of the compared OMol25 structures with the same formula, charge and spin: 57.28 kJ/mol. The energy is -356.98256 Ha. The orbital gap (alpha / beta) is 7.89 / 6.92 eV. As for the spin multiplicity: 3.

Positions of all 13 atoms, in Å:
C -1.2996 0.6946 0.5743
C 0.1817 -1.1149 0.7448
C 0.3059 0.5548 -0.9952
N -0.6883 1.2518 -0.2939
N -1.0080 -0.5938 1.0472
N 0.8352 -0.6323 -0.2772
O 1.3626 1.4087 -1.1675
H -2.0916 1.1733 1.1428
H 0.6970 -1.9084 1.2958
H -0.0838 0.2073 -2.0471
H -1.8708 -0.9830 1.4865
H 1.8227 -0.6867 -0.2358
H 1.4314 1.9822 -1.9039

Atomic partial charges in e from the natural (NBO) method, atoms 1 to 4: 0.24 -0.03 0.32 -0.28

(6)
# C3H6N3P

An isolated molecule of C3H6N3P at a distorted geometry (ωB97M-V/def2-TZVPD, the Open Molecules 2025 dataset).

For the HOMO energy (alpha / beta), the calculation gives -8.6 / -8.6 eV. As for the energy above the lowest of the compared OMol25 structures with the same formula, charge and spin: 338.44 kJ/mol. The energy is -623.41001 Ha. The orbital gap (alpha / beta) is 8.03 / 8.03 eV.

Positions of all 13 atoms, in Å:
C -1.4129 1.0786 0.1549
C -0.1926 1.6017 0.2332
C -1.9335 -0.2133 -0.3123
N -1.4459 -1.3776 -0.1288
N 1.4500 -0.3926 0.1534
N 2.5633 -1.1897 0.1206
P 1.5195 1.1632 -0.1004
H -2.3385 1.7451 0.1603
H -0.2561 2.6491 0.5980
H -2.9118 -0.1874 -0.8458
H 3.2254 -1.3529 -0.6779
H 2.2169 -2.1277 0.4669
H -0.4835 -1.3965 0.1779

Atomic partial charges in e from the natural (NBO) method, atoms 1 to 4: -0.22 -0.55 0.07 -0.58

(7)
# C3H6N3S

The ion C3H6N3S with charge +1 at a distorted geometry (ωB97M-V/def2-TZVPD, the Open Molecules 2025 dataset).

As for the total charge: +1. For the HOMO energy (alpha / beta), the calculation gives -12.9 / -12.9 eV. As for the energy above the lowest of the compared OMol25 structures with the same formula, charge and spin: 575.86 kJ/mol. The energy is -679.89162 Ha. The orbital gap (alpha / beta) is 7.02 / 7.02 eV.

Positions of all 13 atoms, in Å:
C 0.5334 1.2061 -0.0845
C -0.9622 -0.5762 0.0634
C -2.4002 -0.9594 0.0462
N 1.5454 0.4779 0.2192
N 2.6742 0.2220 0.6553
N -0.6719 0.6902 -0.3592
S 3.8499 -0.4793 -0.2360
H 0.4862 2.2402 -0.1266
H -2.6840 -1.5378 -0.9601
H -3.0540 -0.1652 -0.1194
H -2.5475 -1.5500 0.8256
H -1.2250 1.4517 -0.7270
H 4.4557 -1.0203 0.8029

Atomic partial charges in e from the natural (NBO) method, atoms 1 to 4: 0.32 0.23 -0.75 -0.06

(8)
# C3H6N4

An isolated molecule of C3H6N4 at a distorted geometry (ωB97M-V/def2-TZVPD, the Open Molecules 2025 dataset).

For the HOMO energy, the calculation gives -8.5 eV. As for the energy above the lowest of the compared OMol25 structures with the same formula, charge and spin: 418.09 kJ/mol. The energy is -336.79001 Ha. The orbital gap is 9.02 eV.

Positions of all 13 atoms, in Å:
C 0.1204 -3.1893 0.4504
C -0.0461 0.0846 0.2030
C -0.1854 2.5448 -0.7492
H -0.9799 -3.3624 0.0419
H 0.7924 -3.8546 0.9527
H 0.8593 0.2011 0.9694
H -1.4871 0.9058 -0.8963
H -0.9875 2.7943 -1.5470
H 1.5146 2.8324 0.5015
N 0.6246 -2.0652 0.5601
N -0.4121 -1.2174 0.0899
N -0.5206 1.1138 -0.4425
N 0.7075 3.2122 -0.1339

Atomic partial charges in e from the natural (NBO) method, atoms 1 to 4: -0.10 0.28 0.30 0.19

(9)
# C3H6N4

An isolated molecule of C3H6N4 at a distorted geometry (ωB97M-V/def2-TZVPD, the Open Molecules 2025 dataset).

For the HOMO energy, the calculation gives -8.3 eV. As for the energy above the lowest of the compared OMol25 structures with the same formula, charge and spin: 92.72 kJ/mol. The energy is -336.91393 Ha. The orbital gap is 8.91 eV.

Positions of all 13 atoms, in Å:
C -1.2276 -1.2677 -0.6389
N 0.8657 1.6317 -0.0334
C 0.5503 0.3630 0.3267
C -0.4720 0.0119 -0.5481
N 1.2234 -0.3497 1.2946
N 0.0903 2.0263 -1.0597
N -0.6949 1.0676 -1.3554
H 1.5766 2.2347 0.3482
H 1.6221 0.2014 2.0355
H 0.7203 -1.1595 1.6267
H -1.6883 -1.5143 0.3179
H -2.0020 -1.1648 -1.3925
H -0.5639 -2.0808 -0.9215

Atomic partial charges in e from the natural (NBO) method, atoms 1 to 4: -0.64 -0.37 0.28 0.00

(10)
# C3H6N4O

An isolated molecule of C3H6N4O at a distorted geometry (ωB97M-V/def2-TZVPD, the Open Molecules 2025 dataset).

For the HOMO energy, the calculation gives -8.5 eV. As for the energy above the lowest of the compared OMol25 structures with the same formula, charge and spin: 418.76 kJ/mol. The energy is -412.04944 Ha. The orbital gap is 9.00 eV.

Positions of all 14 atoms, in Å:
C -1.0584 -0.3465 -0.1569
C -0.4495 -1.5327 -0.1886
C 1.1989 -0.1426 -0.1123
H -2.7196 0.2085 -0.8726
H -2.8049 -0.4136 0.7666
H -1.0642 -2.4892 0.2269
H 2.2305 1.3368 0.0669
H -0.2839 2.6246 -0.3950
H -0.5388 1.7310 1.1183
N -2.3420 0.2247 0.1460
N 2.3421 0.2759 0.0247
N 0.0694 0.6140 -0.4549
N -0.0541 1.8858 0.2235
O 0.8658 -1.4839 0.2825

Atomic partial charges in e from the natural (NBO) method, atoms 1 to 4: 0.23 0.00 0.64 0.39

(11)
# C3H6N4O

A cluster of 2 separate species, C3H6N4O in total at a distorted geometry (ωB97M-V/def2-TZVPD, the Open Molecules 2025 dataset).

For the HOMO energy, the calculation gives -8.6 eV. As for the energy above the lowest of the compared OMol25 structures with the same formula, charge and spin: 797.81 kJ/mol. The energy is -411.90507 Ha. The orbital gap is 8.65 eV.

Positions of all 14 atoms, in Å:
C -0.0188 0.2871 0.1258
C 1.2150 -0.3013 0.2735
C 0.9236 -1.6417 -0.0928
H 0.2822 2.2130 -1.0760
H -0.6376 2.6159 0.6528
H 3.0231 -0.2932 0.1774
H 2.0110 -2.2754 -0.2281
H -2.4743 0.0741 1.4399
H -2.7827 0.1938 -0.7754
N -0.4524 1.8123 -0.2877
N -0.3457 -1.9545 -0.2649
N -0.8828 -0.6803 -0.0460
N -2.2762 -0.4396 0.0938
O 2.4157 0.3898 0.0077

Atomic partial charges in e from the natural (NBO) method, atoms 1 to 4: 0.30 0.09 -0.05 0.41

(12)
# C3H6N4O

An isolated molecule of C3H6N4O at a distorted geometry (ωB97M-V/def2-TZVPD, the Open Molecules 2025 dataset).

For the HOMO energy, the calculation gives -8.6 eV. As for the energy above the lowest of the compared OMol25 structures with the same formula, charge and spin: 230.99 kJ/mol. The energy is -412.12096 Ha. The orbital gap is 9.40 eV.

Positions of all 14 atoms, in Å:
C -1.2283 -0.4893 -0.0112
C 0.9126 -0.6139 0.0697
C -0.0657 0.3257 0.1024
H -2.5217 0.8761 -0.3482
H -3.1927 -0.7124 -0.0501
H 2.7475 -0.7156 -0.7100
H 2.7001 -0.5658 0.9246
H 0.0395 2.3944 0.6354
H 1.2050 1.6711 -0.5529
N -2.5007 0.0214 0.1404
N -0.9585 -1.7678 -0.0565
N 2.2895 -0.2597 0.0638
N 0.1484 1.6866 -0.1536
O 0.4249 -1.8507 -0.0538

Atomic partial charges in e from the natural (NBO) method, atoms 1 to 4: 0.30 0.41 -0.04 0.39

(13)
# C3H6N4O

An isolated molecule of C3H6N4O at a distorted geometry (ωB97M-V/def2-TZVPD, the Open Molecules 2025 dataset).

For the HOMO energy, the calculation gives -8.0 eV. As for the energy above the lowest of the compared OMol25 structures with the same formula, charge and spin: 113.56 kJ/mol. The energy is -412.16569 Ha. The orbital gap is 8.54 eV.

Positions of all 14 atoms, in Å:
C 0.0394 1.6813 -0.0010
C -1.1571 -0.5923 0.0397
C 1.0582 -0.6205 -0.0650
H -0.9851 2.1314 0.0101
H 0.6451 2.0217 -0.8628
H 0.5041 1.9766 0.9494
H -3.0674 -0.7110 -0.1247
H 1.0108 -2.6933 0.1326
H 2.4897 0.6573 -0.0184
N -0.0529 0.2331 -0.0561
N -0.9018 -1.8680 0.0528
N 0.4912 -1.8753 -0.0828
N 2.2909 -0.3300 0.0415
O -2.3651 -0.0109 -0.0152

Atomic partial charges in e from the natural (NBO) method, atoms 1 to 4: -0.42 0.64 0.55 0.24

(14)
# C3H6N4O

An isolated molecule of C3H6N4O at a distorted geometry (ωB97M-V/def2-TZVPD, the Open Molecules 2025 dataset).

For the HOMO energy, the calculation gives -8.4 eV. As for the energy above the lowest of the compared OMol25 structures with the same formula, charge and spin: 459.59 kJ/mol. The energy is -412.03389 Ha. The orbital gap is 9.24 eV.

Positions of all 14 atoms, in Å:
C -0.9710 -0.2325 -0.1642
C -0.3849 -1.4403 0.0447
C 0.2539 0.6913 -0.3407
H -2.9519 0.2969 -0.7797
H -2.6008 -0.5336 0.7118
H -0.7306 -2.3673 0.4664
H 2.9491 0.6600 -0.0620
H 2.0521 0.1544 1.2176
H -0.2994 2.5482 -0.2533
N -2.3154 0.1694 0.0330
N 1.2953 -0.2726 -0.5410
N 2.3395 -0.0631 0.3029
N 0.4891 1.9358 -0.1678
O 0.8752 -1.5467 -0.4676

Atomic partial charges in e from the natural (NBO) method, atoms 1 to 4: 0.00 0.09 0.38 0.40

(15)
# C3H6N4O

An isolated molecule of C3H6N4O at a distorted geometry (ωB97M-V/def2-TZVPD, the Open Molecules 2025 dataset).

For the HOMO energy, the calculation gives -8.0 eV. As for the energy above the lowest of the compared OMol25 structures with the same formula, charge and spin: 16.77 kJ/mol. The energy is -412.20255 Ha. The orbital gap is 8.47 eV.

Positions of all 14 atoms, in Å:
C 0.6833 -0.0130 0.1919
C -1.0769 0.7493 1.4817
C -0.4126 -0.1375 -0.5374
H 2.3000 -1.2586 0.0864
H 2.3597 0.1589 -0.8732
H 0.9100 0.8030 2.1942
H -2.4587 0.3669 -0.2080
H -0.6202 -1.5939 -1.9417
H -0.0290 -0.2129 -2.5958
N 2.0544 -0.2765 -0.0015
N 0.2757 0.5114 1.4703
N -1.5419 0.2818 0.2235
N -0.6445 -0.5733 -1.8632
O -1.7992 1.1942 2.3726

Atomic partial charges in e from the natural (NBO) method, atoms 1 to 4: 0.21 0.75 0.23 0.38

(16)
# C3H6N4O

An isolated molecule of C3H6N4O at a distorted geometry (ωB97M-V/def2-TZVPD, the Open Molecules 2025 dataset).

For the HOMO energy, the calculation gives -9.6 eV. As for the energy above the lowest of the compared OMol25 structures with the same formula, charge and spin: 545.03 kJ/mol. The energy is -412.00135 Ha. The orbital gap is 9.71 eV.

Positions of all 14 atoms, in Å:
C 0.1823 0.9800 0.0900
C -0.8534 -1.4211 -0.0530
C 1.2139 0.2241 -1.6854
H -0.5785 1.9495 1.9921
H 1.3691 2.2842 1.2449
H -1.2594 0.3421 1.2917
H -0.0280 -1.9793 -0.4795
H -1.6759 -3.1735 0.6344
H 1.8333 0.4266 -2.5772
N 0.2347 2.0083 1.0472
N -0.7760 0.1421 0.1412
N -1.7964 -2.0479 0.6769
N 0.8528 1.3028 -0.8930
O 1.2815 -1.0381 -1.4303

Atomic partial charges in e from the natural (NBO) method, atoms 1 to 4: 0.60 0.28 0.49 0.38

(17)
# C3H6N4O

An isolated molecule of C3H6N4O at a distorted geometry (ωB97M-V/def2-TZVPD, the Open Molecules 2025 dataset).

For the HOMO energy, the calculation gives -8.9 eV. As for the energy above the lowest of the compared OMol25 structures with the same formula, charge and spin: 208.17 kJ/mol. The energy is -412.12965 Ha. The orbital gap is 9.71 eV.

Positions of all 14 atoms, in Å:
C 0.3841 1.3564 0.2762
C 0.3593 -0.0990 -0.2598
C -0.4830 -1.1147 0.1054
H -1.3186 1.8578 -0.4431
H -1.5117 1.4459 1.0837
H 1.0966 1.3603 1.1527
H 1.0097 1.9491 -0.4900
H 2.0525 -0.3656 -1.5935
H -1.6443 -2.0721 1.2151
N -0.8755 1.9738 0.4498
N 1.3106 -0.7812 -0.9710
N 1.0518 -2.0523 -1.1370
N 0.0090 -2.3154 -0.4258
O -1.4405 -1.1428 1.0374

Atomic partial charges in e from the natural (NBO) method, atoms 1 to 4: -0.23 -0.01 0.35 0.35

(18)
# C3H6N4O2

An isolated molecule of C3H6N4O2 at a distorted geometry (ωB97M-V/def2-TZVPD, the Open Molecules 2025 dataset).

For the HOMO energy, the calculation gives -9.1 eV. As for the energy above the lowest of the compared OMol25 structures with the same formula, charge and spin: 256.45 kJ/mol. The energy is -487.35524 Ha. The orbital gap is 8.74 eV.

Positions of all 15 atoms, in Å:
C 0.1969 0.5964 0.2030
C -1.0688 0.9457 -1.7830
C 0.7175 -0.3469 1.2962
H 0.9227 2.0282 1.5218
H 0.4851 2.6964 -0.0597
H -1.1550 2.0348 -1.5008
H -2.2070 0.9861 -3.2693
H 0.5650 -2.2281 1.8675
H -0.4472 -1.4115 -0.5944
N 0.4862 1.9037 0.5779
N -0.3490 0.1875 -0.8970
N -1.5857 0.3700 -2.8003
N 0.5937 -1.6716 1.0082
O 1.1738 0.1142 2.3396
O -0.0805 -2.2146 -0.0250

Atomic partial charges in e from the natural (NBO) method, atoms 1 to 4: 0.42 0.26 0.56 0.44